No. 1
Here is C4H5NO in the gas phase at a distorted geometry from OMol25. Energies are from ωB97M-V with the def2-TZVPD basis set.

Properties
Energy in Ha: -285.29601
ΔE to the lowest compared entry with this formula, charge and spin in kcal/mol: 74.4

```
! wB97M-V def2-TZVPD RIJCOSX def2/J DEFGRID3
* xyz 0 1
C 0.319 -0.571 -1.669
C 0.257 -0.204 -0.176
C -0.768 0.140 0.597
C -0.374 0.839 1.800
H -0.759 -0.359 -1.910
H 1.241 -0.015 -2.119
H 0.369 -1.743 -1.670
H -1.699 -0.274 0.207
H -1.028 1.460 2.507
N 0.990 0.703 1.762
O 1.452 0.024 0.671
*
```

No. 2
Here is C4H5NO in the gas phase at a distorted geometry from OMol25. Energies are from ωB97M-V with the def2-TZVPD basis set.

Properties
Energy in Ha: -285.36186
ΔE to the lowest compared entry with this formula, charge and spin in kcal/mol: 33.1

```
! wB97M-V def2-TZVPD RIJCOSX def2/J DEFGRID3
* xyz 0 1
N 2.819 -0.813 0.223
C 1.858 -0.179 0.122
C 0.626 0.618 -0.064
C -0.450 -0.238 -0.709
C -1.378 -0.850 0.017
O 0.242 1.108 1.199
H 0.891 1.444 -0.742
H -0.654 1.456 1.086
H -0.426 -0.316 -1.794
H -2.160 -1.447 -0.441
H -1.369 -0.782 1.102
*
```

No. 3
Here is a molecular structure, C4H5NO at a distorted geometry from OMol25. Energies are from ωB97M-V with the def2-TZVPD basis set.

Properties
Energy in Ha: -285.15452
ΔE to the lowest compared entry with this formula, charge and spin in kcal/mol: 163.2

```
! wB97M-V def2-TZVPD RIJCOSX def2/J DEFGRID3
* xyz 0 1
C 0.427 -1.346 0.953
C 1.538 -0.532 -0.056
C 0.341 0.133 0.539
C -1.058 0.396 -0.891
N 1.699 -1.550 0.884
O 0.057 1.182 1.349
H 1.591 -0.626 -1.126
H -0.294 0.829 -1.441
H -1.874 0.940 -0.419
H -1.445 -0.579 -1.271
H -0.984 1.154 1.480
*
```

No. 4
Here is C4H5NO in the gas phase at a distorted geometry from OMol25. Energies are from ωB97M-V with the def2-TZVPD basis set.

Properties
Energy in Ha: -285.25396
ΔE to the lowest compared entry with this formula, charge and spin in kcal/mol: 100.8

```
! wB97M-V def2-TZVPD RIJCOSX def2/J DEFGRID3
* xyz 0 1
O -2.100 0.631 -1.055
C -1.187 0.269 -0.362
C -0.029 -0.688 -0.717
C 0.713 -0.465 0.586
N 0.570 0.980 0.819
C -0.785 1.204 0.826
H -0.390 -1.702 -0.885
H 0.534 -0.365 -1.605
H 1.701 -0.867 0.791
H 1.048 1.643 0.211
H 0.055 -0.848 1.378
*
```

No. 5
Here is a molecular structure, C4H5NO at a distorted geometry from OMol25. Energies are from ωB97M-V with the def2-TZVPD basis set.

Properties
Energy in Ha: -285.25294
ΔE to the lowest compared entry with this formula, charge and spin in kcal/mol: 101.4

```
! wB97M-V def2-TZVPD RIJCOSX def2/J DEFGRID3
* xyz 0 1
C 1.779 -1.053 0.026
C 2.304 0.281 0.072
C 0.563 -0.492 0.104
C -1.688 0.174 0.180
N 1.201 0.956 0.136
O -0.725 -0.830 -0.037
H 2.265 -1.975 -0.117
H 3.379 0.717 0.154
H -2.567 -0.086 -0.399
H -1.428 1.020 -0.374
H -1.854 0.403 1.200
*
```

No. 6
Here is C4H5NO in the gas phase at a distorted geometry from OMol25. Energies are from ωB97M-V with the def2-TZVPD basis set.

Properties
Energy in Ha: -285.38530
ΔE to the lowest compared entry with this formula, charge and spin in kcal/mol: 18.4

```
! wB97M-V def2-TZVPD RIJCOSX def2/J DEFGRID3
* xyz 0 1
C 0.669 0.142 -0.021
C -0.158 1.198 0.006
C -1.478 0.637 -0.021
C -1.405 -0.721 0.017
H 2.300 -0.866 0.196
H 0.159 2.213 -0.018
H -2.400 1.212 0.066
H -2.109 -1.616 0.219
H 0.346 -1.954 -0.123
N -0.048 -1.045 -0.049
O 2.034 0.098 0.015
*
```

> Number 3 is which compound?

C4H5NO

Repeat the fourth record exactly.
Here is C4H5NO in the gas phase at a distorted geometry from OMol25. Energies are from ωB97M-V with the def2-TZVPD basis set.

Properties
Energy in Ha: -285.25396
ΔE to the lowest compared entry with this formula, charge and spin in kcal/mol: 100.8

```
! wB97M-V def2-TZVPD RIJCOSX def2/J DEFGRID3
* xyz 0 1
O -2.100 0.631 -1.055
C -1.187 0.269 -0.362
C -0.029 -0.688 -0.717
C 0.713 -0.465 0.586
N 0.570 0.980 0.819
C -0.785 1.204 0.826
H -0.390 -1.702 -0.885
H 0.534 -0.365 -1.605
H 1.701 -0.867 0.791
H 1.048 1.643 0.211
H 0.055 -0.848 1.378
*
```

> Which value of ΔE to the lowest compared entry with this formula, charge and spin does entry 4 give?

100.8 kcal/mol